Entry 1:
An isolated molecule of C5H11NO, computed with wB97M-V/def2-TZVPD.

XYZ file:
```
18
Properties=species:S:1:pos:R:3:forces:R:3
C 1.159 1.755 0.791 0.0 -0.3 -0.3
C 0.043 0.752 0.305 -0.4 -0.1 -0.1
C -0.484 -0.063 1.488 -0.1 0.1 0.3
N -0.981 -1.171 0.679 -0.1 -0.2 0.2
C -0.123 -0.852 -0.458 -0.1 0.6 -0.1
O 1.139 -1.450 -0.408 0.3 0.1 0.3
C -0.789 -1.433 -1.747 0.1 0.4 0.1
H 1.609 2.417 0.044 -0.2 -0.3 -0.1
H 0.669 2.441 1.514 0.0 -0.4 -0.4
H 1.978 1.310 1.379 -0.2 -0.2 -0.4
H -0.737 1.380 -0.130 -0.2 -0.2 0.0
H 1.697 -0.788 0.008 0.4 -0.3 0.1
H 0.346 -0.425 2.110 -0.1 0.2 0.0
H -1.223 0.405 2.144 0.0 0.0 0.0
H -1.942 -0.983 0.404 0.1 -0.1 0.1
H -0.577 -0.877 -2.660 0.1 0.1 0.1
H -1.878 -1.562 -1.660 0.3 0.4 0.1
H -0.390 -2.451 -1.898 0.1 0.5 0.3
```
Forces are in eV/Å.

Properties
SMILES = C[C@@H]1CN[C@]1(C)O
Net charge = 0
Total energy = -327.02756 Ha
Frontier orbital gap = 0.36118 Ha

Entry 2:
A structure of composition C26H24Cl2N6O3S2Ti, computed with wB97M-V/def2-TZVPD.

XYZ file:
```
64
Properties=species:S:1:pos:R:3:forces:R:3
Ti -0.464 0.736 -0.044 -0.6 0.0 -0.5
N 3.215 -0.461 -2.434 0.0 0.1 0.1
C 1.955 -1.020 -2.234 -0.1 0.2 -0.1
S 1.316 -1.952 -3.536 -0.1 -0.1 0.0
N 1.414 -0.672 -1.095 0.2 -0.4 -0.1
N 0.166 -1.135 -0.731 0.3 -0.1 -0.1
C -0.201 -2.359 -0.771 0.0 0.2 0.0
C -1.526 -2.739 -0.330 0.1 0.0 0.0
C -1.847 -4.097 -0.300 0.0 0.0 0.0
C -3.096 -4.556 0.069 0.0 0.0 0.0
C -4.067 -3.608 0.404 -0.1 -0.1 0.0
C -3.790 -2.262 0.375 0.1 0.1 0.0
C -2.506 -1.753 0.019 -0.1 0.0 0.0
O -2.302 -0.486 0.026 0.4 0.0 0.1
H 3.416 -0.336 -3.413 0.0 0.0 0.0
H 3.354 0.367 -1.868 0.0 0.0 0.0
H 0.480 -3.123 -1.140 0.0 0.0 0.0
H -1.073 -4.803 -0.586 0.0 0.0 0.0
H -3.318 -5.615 0.089 0.0 0.0 0.0
H -5.063 -3.936 0.687 0.0 0.0 0.0
H -4.548 -1.525 0.619 0.0 0.0 0.0
S 4.489 0.038 1.039 -0.1 -0.1 0.1
C 3.971 -1.536 1.532 0.0 -0.3 0.0
C 4.688 -2.724 1.628 0.0 0.0 0.0
C 4.014 -3.871 2.005 0.0 -0.1 0.0
C 2.643 -3.848 2.284 0.0 0.0 0.0
C 1.927 -2.673 2.197 0.1 0.1 0.0
C 2.599 -1.506 1.825 -0.1 0.2 0.0
N 1.998 -0.270 1.694 0.5 0.2 0.0
C 2.837 0.621 1.278 -0.4 0.0 0.0
C 2.472 2.002 0.898 0.1 -0.5 0.2
C 3.469 2.984 0.935 -0.1 0.1 0.0
C 3.167 4.278 0.556 -0.1 0.0 0.0
C 1.867 4.567 0.143 0.0 0.0 0.0
C 0.899 3.574 0.108 0.1 -0.1 0.1
C 1.153 2.235 0.474 0.0 0.2 0.0
H 5.744 -2.755 1.390 0.0 0.0 0.0
H 4.553 -4.809 2.069 0.0 0.0 0.0
H 2.137 -4.766 2.556 0.0 0.0 0.0
H 0.864 -2.630 2.391 0.0 0.0 0.0
H 4.474 2.752 1.272 0.0 -0.1 0.0
H 3.930 5.048 0.585 0.0 0.0 0.0
H 1.609 5.577 -0.162 0.0 0.0 0.0
H -0.100 3.833 -0.227 0.0 0.0 0.0
C -2.346 2.746 -3.385 0.0 0.0 -0.1
C -1.869 2.256 -2.052 0.2 -0.1 -0.1
N -0.832 1.395 -1.924 -0.1 0.3 0.1
O -0.168 1.154 -3.153 0.0 0.0 0.1
C -2.476 2.677 -0.870 0.0 0.0 0.3
C -3.661 3.589 -0.830 0.0 0.1 0.0
N -1.927 2.214 0.278 -0.2 0.3 -0.3
O -2.422 2.646 1.407 0.0 -0.1 0.2
H -1.764 2.300 -4.187 0.0 0.0 0.0
H -2.267 3.835 -3.463 0.0 0.0 0.0
H -3.400 2.497 -3.539 0.0 0.0 0.0
H 0.005 0.200 -3.156 0.1 -0.1 -0.1
H -3.389 4.647 -0.931 0.0 0.0 0.0
H -4.151 3.478 0.137 0.0 0.0 0.0
H -4.370 3.361 -1.630 0.0 0.0 0.0
Cl -2.899 -0.002 4.629 0.0 0.0 0.0
C -2.491 0.063 2.880 0.0 0.1 0.0
Cl -0.741 -0.109 2.640 0.0 0.0 0.1
H -2.760 1.045 2.470 0.0 -0.1 0.1
H -2.989 -0.775 2.406 0.1 0.1 0.0
```
Forces are in eV/Å.

Properties
2S+1 = 3
Expectation value of S² = 2.04
Net charge = -2
Total energy = -4125.69049 Ha
Frontier orbital gap (spin up / spin down) = 0.14940 / 0.20255 Ha

Entry 3:
A cluster of 10 separate species, H20O10 in total at a distorted geometry, computed with wB97M-V/def2-TZVPD.

XYZ file:
```
30
Properties=species:S:1:pos:R:3:forces:R:3
O 0.980 11.546 8.591 0.7 0.8 -0.1
H 0.593 11.913 9.386 -0.2 0.1 0.2
H 0.406 10.816 8.360 -0.6 -0.7 -0.1
O -0.328 9.143 8.242 1.1 0.7 -0.3
H -0.762 8.760 9.004 -0.5 -0.4 0.9
H -0.796 8.779 7.491 -0.5 -0.4 -0.7
O 5.867 8.856 9.886 0.6 -0.2 0.5
H 4.931 9.010 9.757 -0.5 0.1 0.0
H 6.201 8.662 9.010 -0.1 0.0 0.0
O 2.557 5.552 7.053 0.4 -0.5 0.2
H 1.663 5.733 6.763 -0.4 0.3 0.0
H 3.111 5.894 6.350 0.0 0.1 -0.2
O 5.528 7.885 7.060 0.3 -0.1 0.0
H 4.803 7.520 6.554 -0.4 0.0 -0.2
H 6.294 7.387 6.776 0.3 -0.2 0.0
O 5.320 10.573 7.544 -0.1 0.5 0.0
H 5.632 9.708 7.278 -0.1 -0.5 -0.2
H 5.937 11.185 7.142 0.0 0.3 -0.1
O 3.470 12.002 5.838 0.0 0.4 -0.5
H 3.663 11.271 6.425 0.2 -0.4 0.4
H 2.515 12.065 5.838 -0.2 0.1 0.1
O 1.139 8.911 4.383 -0.3 -0.1 -0.8
H 1.062 9.832 4.631 0.1 0.2 0.1
H 1.340 8.458 5.202 0.3 0.0 0.4
O 2.363 8.616 6.901 0.4 -0.2 -0.7
H 3.128 8.517 7.468 0.1 0.1 0.5
H 1.717 9.064 7.446 -0.5 0.1 0.6
O 2.622 9.294 10.018 0.7 -0.3 0.1
H 2.423 10.194 10.274 -0.1 0.4 -0.2
H 1.780 8.840 10.064 -0.4 -0.3 -0.1
```
Forces are in eV/Å.

Properties
2S+1 = 2
Expectation value of S² = 0.75
Net charge = -1
Total energy = -764.37788 Ha
Frontier orbital gap (spin up / spin down) = 0.08771 / 0.37386 Ha

Entry 4:
A structure of composition C45H95Be2F6N7O13S4 at a distorted geometry, computed with wB97M-V/def2-TZVPD.

XYZ file:
```
172
Properties=species:S:1:pos:R:3:forces:R:3
Be 0.386 10.380 16.680 -1.2 0.5 0.1
Be -3.211 11.891 16.414 1.1 -0.5 0.2
F -0.872 12.420 15.944 -1.0 -2.1 0.8
F -1.978 9.815 17.238 1.3 1.7 -1.0
N -5.352 12.606 15.816 -1.0 1.4 -1.1
S -5.952 13.986 15.029 2.6 6.0 -2.7
O -6.407 15.077 15.882 -0.2 -2.5 -1.0
O -6.408 13.833 13.627 -0.3 -0.8 3.6
F -4.524 14.540 14.698 1.5 -0.1 0.1
S -6.806 11.954 15.657 -3.1 -5.6 4.0
O -7.004 11.091 14.523 0.1 1.4 0.5
O -7.890 12.754 16.267 2.4 -1.3 -2.2
F -6.581 10.815 16.835 0.0 0.8 -0.8
N 2.348 10.796 17.927 0.3 4.5 1.1
S 2.938 12.440 18.227 0.7 4.7 -2.9
O 3.851 12.882 17.175 -1.4 -1.6 1.5
O 3.294 12.898 19.571 -1.4 -2.0 -1.9
F 1.610 13.249 17.805 0.3 -1.1 0.8
S 3.399 10.202 18.997 0.5 -7.1 1.8
O 3.120 10.082 20.410 -0.1 1.8 -1.4
O 4.790 10.214 18.612 -1.7 0.9 -0.1
F 2.807 8.737 18.569 0.8 -0.2 -0.2
C 2.700 10.613 14.343 -0.3 -1.2 1.1
C 2.473 9.055 14.085 1.7 1.3 -1.0
C 3.802 8.425 14.357 0.4 -2.1 1.1
C 3.629 6.886 14.479 0.8 2.0 0.0
C 2.673 6.457 15.570 2.6 -0.4 -0.6
C 1.301 6.979 15.313 -0.6 -0.9 0.7
N 1.385 8.473 15.017 1.8 0.6 0.5
O 0.145 8.884 14.538 -0.5 0.1 -0.5
C 0.694 5.982 14.210 -0.7 2.7 -0.4
C 0.434 6.856 16.597 0.5 -0.4 0.3
C 2.242 8.921 12.542 -1.9 0.2 0.5
H 3.090 10.731 15.354 -0.2 -0.1 0.3
H 1.837 11.272 14.247 -0.3 -0.1 -0.4
H 3.540 11.017 13.778 -0.3 -0.3 -0.6
H 4.544 8.506 13.563 -0.3 0.8 -0.2
H 4.257 8.817 15.267 0.0 -0.1 0.2
H 4.632 6.528 14.712 -0.1 -0.5 -0.3
H 3.280 6.533 13.509 0.3 -0.3 0.0
H 3.172 6.664 16.517 -0.6 0.4 0.3
H 2.847 5.396 15.389 -1.3 -0.5 0.8
H 0.705 4.917 14.438 0.1 0.4 0.5
H -0.314 6.368 14.055 -0.5 -0.7 0.2
H 1.093 6.144 13.208 0.7 -0.2 0.1
H 0.915 6.080 17.190 -0.5 -0.5 -0.1
H 0.526 7.672 17.314 0.1 0.7 -0.3
H -0.632 6.662 16.479 0.2 -0.1 -0.3
H 3.017 9.073 11.790 0.7 0.6 1.0
H 1.521 9.733 12.452 -0.5 -0.3 -1.2
H 1.879 7.960 12.177 -0.7 -0.1 0.4
H 0.222 8.462 13.679 -1.5 0.4 -1.0
C -3.695 11.941 21.424 -0.2 0.0 -1.1
C -4.251 12.052 19.928 -0.2 -1.1 0.1
C -5.654 12.619 19.977 -2.0 2.4 -0.1
C -5.740 14.159 20.361 1.9 -2.6 0.6
C -4.826 14.906 19.387 -1.6 -0.6 0.6
C -3.388 14.371 19.117 -1.8 2.4 2.2
N -3.402 12.888 19.016 -1.1 0.5 -2.5
O -2.078 12.436 18.800 -0.5 -0.3 1.1
C -3.057 15.109 17.824 0.0 -2.1 -1.1
C -2.555 14.969 20.322 -0.1 -2.1 -0.9
C -4.523 10.578 19.368 1.7 0.8 0.7
H -4.161 11.089 21.919 -0.2 0.1 -0.1
H -3.882 12.847 22.000 -0.1 -0.1 -0.1
H -2.629 11.723 21.492 0.2 0.1 -0.3
H -6.259 12.637 19.071 0.8 -0.7 -0.9
H -6.266 11.952 20.585 0.2 0.3 0.6
H -5.308 14.131 21.361 -0.3 0.9 0.3
H -6.734 14.607 20.370 0.0 -0.4 0.0
H -4.829 15.895 19.845 0.6 0.4 -0.7
H -5.421 14.917 18.474 0.2 0.3 -0.3
H -3.854 14.739 17.180 -0.4 0.7 -0.4
H -3.082 16.195 17.915 0.1 -0.3 0.0
H -2.213 14.723 17.252 0.9 0.4 0.6
H -2.971 14.656 21.280 0.0 -0.1 0.0
H -1.617 14.443 20.147 0.7 0.9 0.7
H -2.533 16.059 20.320 0.4 -0.2 -0.4
H -5.384 10.187 19.910 0.0 0.1 -0.2
H -3.671 9.933 19.583 0.2 -0.1 0.1
H -4.665 10.487 18.291 -0.3 0.5 -0.1
H -1.812 12.387 19.721 1.3 -0.4 0.2
C -3.345 6.611 18.148 -0.4 0.6 0.1
C -4.146 5.801 19.193 -0.7 -0.6 -0.2
C -3.182 4.921 19.998 -0.3 0.1 0.5
C -3.825 4.281 21.229 -0.1 -0.3 -1.6
C -4.258 5.402 22.102 -0.7 0.3 0.7
C -5.160 6.524 21.499 0.3 0.1 -0.6
N -4.679 6.851 20.045 0.7 -0.6 4.2
O -5.647 7.580 19.424 -1.5 0.6 -1.0
C -6.652 5.956 21.598 0.8 0.5 0.8
C -4.885 7.829 22.420 -0.3 -1.8 -1.5
C -5.269 4.883 18.593 1.3 0.0 -0.8
H -2.799 7.383 18.692 0.1 0.0 0.2
H -4.071 7.180 17.567 0.2 -0.2 -0.4
H -2.585 6.167 17.505 -0.5 -0.7 0.0
H -2.693 4.199 19.345 0.0 0.0 -0.1
H -2.433 5.575 20.446 0.5 0.2 -0.4
H -3.105 3.609 21.696 0.0 0.2 0.3
H -4.694 3.666 20.998 0.0 -0.2 -0.3
H -3.353 5.811 22.552 -0.2 0.3 0.4
H -4.940 4.942 22.816 0.5 0.3 0.9
H -6.616 4.868 21.530 -0.2 0.0 -1.1
H -7.049 5.994 22.612 0.5 0.6 0.6
H -7.445 6.476 21.061 0.4 -0.3 -0.7
H -5.622 8.604 22.210 0.1 0.1 0.2
H -4.861 7.537 23.469 -0.4 0.0 0.0
H -3.866 8.131 22.177 -0.1 0.3 -0.2
H -5.995 5.342 17.922 0.1 0.5 0.3
H -5.794 4.233 19.293 0.1 0.3 0.2
H -4.663 4.238 17.956 -0.3 -0.5 -0.3
H -5.224 8.404 19.170 0.0 0.1 0.0
C 0.493 6.649 21.731 -0.2 0.9 0.0
C 0.637 7.849 22.794 0.3 -1.9 0.2
C -0.362 7.664 23.965 0.3 -0.1 -0.4
C -0.037 6.426 24.793 0.1 0.8 0.5
C 1.353 6.659 25.450 0.7 -1.9 -1.9
C 2.499 6.937 24.324 -0.2 0.7 1.3
N 2.033 7.927 23.296 -4.7 -0.8 5.4
O 2.883 8.159 22.352 3.3 0.4 -3.6
C 3.667 7.672 25.118 0.2 -0.9 -1.1
C 2.922 5.595 23.676 0.6 0.5 -0.8
C 0.243 9.158 22.163 0.1 0.2 -1.0
H -0.117 6.942 20.877 -0.3 0.2 0.0
H 0.033 5.740 22.118 0.1 0.1 0.3
H 1.442 6.385 21.265 0.2 0.1 0.3
H -0.334 8.569 24.571 0.2 0.0 0.2
H -1.326 7.719 23.459 -0.4 -0.6 0.3
H -0.088 5.547 24.150 0.8 0.0 -0.2
H -0.756 6.109 25.548 -0.3 0.7 0.3
H 1.596 5.677 25.856 0.4 -0.3 -0.1
H 1.456 7.219 26.380 -0.6 1.1 -0.6
H 3.332 8.662 25.429 -0.1 -0.2 0.2
H 4.117 7.085 25.918 -0.8 -0.2 0.6
H 4.584 7.796 24.543 -0.3 0.3 -0.8
H 3.403 4.876 24.339 -0.3 0.1 0.2
H 2.168 5.121 23.047 -0.6 -0.1 0.8
H 3.636 5.782 22.874 0.5 0.4 0.2
H 0.824 9.333 21.258 0.1 0.2 0.0
H 0.328 10.015 22.831 0.2 -0.1 0.1
H -0.799 9.084 21.852 -0.1 0.0 -0.1
H 2.821 9.104 22.196 0.6 0.2 -0.3
C -5.340 8.200 12.843 -1.2 -0.2 -0.7
C -3.952 8.133 13.397 1.2 0.1 1.0
C -3.070 7.043 12.680 0.2 1.1 -2.3
C -2.691 7.492 11.216 -0.8 0.3 0.7
C -1.992 8.838 11.336 0.0 0.1 0.0
C -2.739 9.963 12.092 0.2 0.8 0.5
N -3.270 9.488 13.390 2.8 -3.2 -0.8
O -3.820 10.455 14.207 -0.5 0.2 -0.4
C -1.629 11.088 12.432 -0.1 0.4 -1.5
C -3.846 10.511 11.172 -0.7 1.7 -0.2
C -4.039 7.657 14.860 0.6 0.0 0.3
H -5.486 8.408 11.782 0.6 -0.6 -0.2
H -5.930 9.020 13.252 0.0 -0.1 0.8
H -5.819 7.249 13.079 -0.4 0.1 0.0
H -2.041 6.890 13.005 -0.3 0.2 1.3
H -3.584 6.084 12.751 -0.1 0.1 -0.2
H -3.519 7.637 10.521 -0.6 0.0 0.3
H -2.067 6.812 10.636 0.3 -0.3 0.5
H -1.857 9.139 10.297 0.2 0.6 0.1
H -0.995 8.825 11.777 0.1 -0.7 0.1
H -1.161 11.174 13.413 -0.5 -0.8 0.3
H -0.809 11.028 11.717 0.3 -0.8 -0.1
H -1.842 12.126 12.175 -1.2 0.1 0.3
H -4.126 11.496 11.545 0.2 0.4 -0.1
H -3.563 10.657 10.129 0.6 0.1 0.1
H -4.844 10.092 11.043 0.4 -1.0 0.6
H -3.091 7.890 15.346 -0.2 0.8 0.3
H -4.034 6.580 15.027 -0.5 -0.3 -0.8
H -4.922 8.024 15.383 0.3 0.4 0.1
H -4.592 10.648 13.669 -1.1 1.2 0.7
```
Forces are in eV/Å.

Properties
Net charge = 0
Total energy = -5353.72822 Ha
Frontier orbital gap = 0.15727 Ha